Entry 1:
Entry from the Open Molecules 2025 dataset: a structure of composition C74H70ClIN2O2P2TeTi in a non-equilibrium geometry (wB97M-V/def2-TZVPD).

Computed properties:
* total charge: -1
* largest force on an atom: 2.2 eV/Å
* LUMO (alpha / beta): 0.06781 / 0.06452 hartree
* orbital gap (alpha / beta): 4.81 / 4.74 eV
* spin multiplicity: 2
* relative energy (zero: lowest compared OMol25 entry of this formula, charge and spin): 137.35 kcal/mol
* energy: -154552.6686 eV

Cartesian coordinates (Å):
Ti  -0.049  1.431  -0.688
I  -0.438  1.590  3.010
C  0.028  0.813  4.947
C  0.215  1.734  5.960
C  0.314  1.313  7.283
C  0.170  -0.017  7.593
C  0.001  -0.982  6.579
C  -0.149  -2.347  6.893
C  -0.259  -3.286  5.895
C  -0.166  -2.902  4.560
C  -0.022  -1.571  4.206
P  0.261  -1.244  2.433
C  2.076  -1.209  2.558
C  2.765  -1.707  1.449
C  4.142  -1.753  1.421
C  4.871  -1.271  2.496
C  4.203  -0.764  3.599
C  2.824  -0.744  3.645
C  -2.952  -0.865  2.598
C  -3.343  -1.261  3.942
C  -4.609  -1.599  4.240
C  -5.755  -1.436  3.379
C  -5.777  -0.958  2.123
C  -4.592  -0.636  1.297
C  -0.007  -0.574  5.211
H  0.279  2.783  5.714
H  0.474  2.043  8.065
H  0.186  -0.351  8.621
H  -0.161  -2.635  7.937
H  -0.378  -4.331  6.144
H  -0.180  -3.652  3.780
H  2.196  -2.067  0.602
H  4.643  -2.158  0.554
H  5.951  -1.291  2.474
H  4.765  -0.376  4.436
H  2.335  -0.353  4.524
H  -2.589  -1.320  4.712
H  -4.824  -1.964  5.237
H  -6.705  -1.684  3.839
H  -6.736  -0.837  1.634
H  -4.865  -0.381  0.269
C  -0.141  9.672  -0.661
C  0.855  9.002  -1.354
C  1.013  7.636  -1.200
C  0.168  6.918  -0.359
C  -0.827  7.601  0.332
C  -0.980  8.969  0.186
P  0.319  5.098  -0.084
C  2.119  4.978  -0.422
C  2.934  5.353  0.645
C  4.304  5.205  0.561
C  4.869  4.680  -0.591
C  4.063  4.322  -1.658
C  2.690  4.475  -1.582
C  -0.540  4.464  -1.598
C  -0.884  5.292  -2.663
C  -1.593  4.788  -3.739
C  -1.996  3.463  -3.737
C  -1.689  2.653  -2.655
C  -0.941  3.111  -1.555
H  -0.257  10.741  -0.783
H  1.514  9.547  -2.017
H  1.796  7.120  -1.738
H  -1.476  7.051  0.999
H  -1.750  9.492  0.739
H  2.477  5.740  1.548
H  4.931  5.475  1.401
H  5.939  4.535  -0.648
H  4.502  3.901  -2.551
H  2.058  4.156  -2.395
H  -0.585  6.332  -2.667
H  -1.821  5.428  -4.581
H  -2.548  3.063  -4.580
H  -2.036  1.617  -2.666
O  -1.642  4.004  1.771
C  -2.933  4.034  2.320
C  -4.014  3.422  1.418
C  -3.500  2.370  0.428
C  -2.793  1.144  0.953
C  -3.572  0.366  1.971
C  -3.498  -1.716  1.458
C  -2.522  -1.751  0.341
C  -1.745  -0.723  -0.063
N  -1.839  0.634  0.150
H  -1.698  4.108  0.811
H  -3.211  5.074  2.560
H  -2.859  3.480  3.258
H  -4.475  4.215  0.824
H  -4.797  3.004  2.053
H  -2.848  2.834  -0.320
H  -4.388  2.011  -0.114
H  -4.023  1.052  2.689
H  -3.847  -2.714  1.726
H  -2.358  -2.711  -0.124
H  -0.983  -0.975  -0.792
Cl  2.863  0.529  -0.650
C  1.760  1.499  0.362
H  1.875  1.051  1.357
H  2.223  2.500  0.400
C  3.787  -6.817  1.876
C  3.110  -5.876  0.922
C  3.786  -5.304  -0.140
C  3.160  -4.428  -1.023
C  3.979  -3.890  -2.160
C  1.812  -4.116  -0.863
Te  0.878  -2.422  -1.959
N  0.225  0.185  -2.104
C  0.975  0.939  -2.830
O  1.245  2.130  -2.462
C  1.478  0.382  -4.127
C  2.651  -0.359  -4.209
C  2.997  -0.978  -5.400
C  2.178  -0.868  -6.512
C  1.029  -0.100  -6.439
C  0.684  0.527  -5.256
C  -0.602  -3.486  -3.145
C  -1.710  -2.799  -3.654
C  -1.911  -1.316  -3.584
C  -2.714  -3.490  -4.327
C  -2.664  -4.855  -4.521
C  -3.754  -5.595  -5.239
C  -1.531  -5.517  -4.075
C  -0.497  -4.856  -3.428
C  0.728  -5.659  -3.122
C  1.120  -4.710  0.200
C  -0.332  -4.425  0.417
C  1.766  -5.568  1.074
H  4.817  -7.001  1.576
H  3.259  -7.771  1.905
H  3.786  -6.403  2.885
H  4.832  -5.536  -0.289
H  4.238  -4.699  -2.844
H  4.907  -3.454  -1.796
H  3.424  -3.129  -2.710
H  3.296  -0.436  -3.345
H  3.909  -1.555  -5.460
H  2.432  -1.382  -7.430
H  0.393  0.005  -7.306
H  -0.210  1.132  -5.192
H  -1.026  -0.790  -3.234
H  -2.743  -1.077  -2.919
H  -2.160  -0.944  -4.579
H  -3.554  -2.924  -4.710
H  -4.559  -4.920  -5.521
H  -4.163  -6.381  -4.605
H  -3.359  -6.061  -6.142
H  -1.442  -6.580  -4.252
H  0.748  -6.552  -3.743
H  0.756  -5.969  -2.080
H  1.620  -5.068  -3.318
H  -0.449  -3.447  0.893
H  -0.784  -5.175  1.066
H  -0.861  -4.414  -0.535
H  1.214  -6.001  1.899

Entry 2:
Entry from the Open Molecules 2025 dataset: a structure of composition C17H20BF4N3O3Sc in a non-equilibrium geometry (wB97M-V/def2-TZVPD).

Computed properties:
* total charge: +1
* largest force on an atom: 1.6 eV/Å
* LUMO: -0.16478 hartree
* orbital gap: 6.52 eV
* energy: -60817.5282 eV

Cartesian coordinates (Å):
Sc  0.793  0.105  0.145
O  -0.591  -4.011  -0.289
C  -1.867  -3.796  0.077
C  -2.695  -4.914  0.157
C  -4.020  -4.777  0.508
C  -4.554  -3.522  0.808
C  -3.747  -2.414  0.755
C  -2.396  -2.523  0.382
C  -1.577  -1.326  0.332
O  -0.417  -1.328  -0.287
N  -2.006  -0.234  0.951
N  -1.053  0.717  0.950
C  -1.180  1.823  1.589
C  -0.017  2.704  1.578
C  0.014  3.901  2.277
C  1.174  4.659  2.256
C  2.264  4.199  1.534
C  2.153  2.999  0.855
N  1.044  2.260  0.862
H  -0.129  -3.170  -0.367
H  -2.264  -5.879  -0.073
H  -4.650  -5.655  0.545
H  -5.595  -3.426  1.083
H  -4.131  -1.433  0.997
H  -2.080  2.074  2.140
H  -0.857  4.218  2.833
H  1.232  5.590  2.803
H  3.190  4.754  1.505
H  2.995  2.612  0.292
F  1.045  -1.159  1.840
B  2.419  -0.720  2.014
F  3.263  -1.653  2.417
F  2.380  0.487  2.643
F  2.682  -0.355  0.523
C  2.032  -1.680  -2.293
C  2.249  -0.214  -2.617
O  1.334  0.646  -1.867
C  1.160  1.951  -2.474
C  -0.265  2.429  -2.284
H  2.572  -2.283  -3.021
H  0.976  -1.927  -2.385
H  2.406  -1.956  -1.307
H  2.054  -0.053  -3.676
H  3.272  0.098  -2.398
H  1.374  1.863  -3.538
H  1.876  2.647  -2.034
H  -0.968  1.712  -2.709
H  -0.387  3.379  -2.802
H  -0.505  2.583  -1.232